{"formula": "C23H57B2F4HfN10O4SSi4Te", "method": "ωB97M-V/def2-TZVPD", "charge": 3, "e_tot_ev": -111026.1173, "e_above_lowest_kcal_mol": 21.6, "spin_multiplicity": 1, "gap_ha": 0.2293, "lumo_ev": -8.37, "elements": ["Hf", "C", "C", "N", "O", "B", "F", "F", "O", "N", "C", "C", "C", "N", "O", "B", "F", "F", "O", "N", "C", "C", "C", "H", "H", "H", "H", "H", "H", "H", "H", "H", "H", "H", "H", "N", "N", "C", "N", "S", "H", "H", "H", "H", "H", "C", "Si", "C", "C", "Si", "Te", "Si", "C", "C", "C", "Si", "C", "C", "C", "H", "H", "H", "H", "H", "H", "H", "H", "H", "H", "H", "H", "H", "H", "H", "H", "H", "H", "H", "H", "H", "H", "H", "H", "H", "H", "H", "C", "N", "C", "C", "N", "N", "C", "C", "H", "H", "H", "H", "H", "H", "H", "H", "H", "H", "H", "H", "H"], "coordinates": [[0.136, 1.745, -1.556], [-0.448, -1.206, -5.221], [-0.297, -0.057, -4.293], [0.077, -0.110, -3.073], [0.328, -1.370, -2.574], [1.251, -1.475, -1.539], [-0.141, 0.148, -0.399], [1.215, -2.601, -0.860], [2.322, -0.641, -1.274], [2.237, 0.622, -1.825], [3.342, 1.168, -2.162], [4.691, 0.568, -2.033], [3.152, 2.550, -2.731], [1.922, 2.888, -2.786], [1.709, 4.150, -3.284], [0.456, 4.442, -3.796], [0.207, 5.695, -4.059], [-0.283, 3.682, -1.446], [-0.513, 3.535, -4.216], [-0.323, 2.219, -3.861], [-0.541, 1.351, -4.770], [-0.956, 1.620, -6.171], [4.280, 3.405, -3.180], [-0.247, -2.148, -4.723], [0.239, -1.094, -6.062], [-1.458, -1.220, -5.634], [4.638, -0.447, -1.654], [5.289, 1.175, -1.350], [5.198, 0.570, -3.000], [-1.078, 2.683, -6.349], [-1.897, 1.111, -6.384], [-0.212, 1.223, -6.864], [5.243, 2.936, -3.012], [4.240, 4.359, -2.653], [4.171, 3.635, -4.242], [-0.824, 2.394, 0.852], [-0.232, 3.532, 1.429], [1.053, 3.781, 1.175], [1.598, 4.883, 1.675], [1.996, 2.626, 0.346], [-1.824, 2.548, 0.779], [-0.648, 1.587, 1.453], [-0.833, 4.228, 1.845], [1.059, 5.595, 2.145], [2.561, 5.087, 1.466], [-1.793, -3.239, 5.398], [-1.720, -2.426, 3.723], [-2.809, -3.289, 2.477], [-2.087, -0.596, 3.795], [0.516, -2.640, 2.916], [1.674, -0.589, 2.308], [2.462, -0.330, 4.769], [1.686, 1.237, 5.382], [4.305, -0.252, 4.643], [1.871, -1.832, 5.697], [1.653, -4.730, 2.659], [1.437, -5.560, 4.315], [3.417, -4.289, 2.262], [0.769, -5.630, 1.289], [-2.824, -3.205, 5.761], [-1.170, -2.745, 6.143], [-1.496, -4.288, 5.356], [-3.848, -3.216, 2.806], [-2.571, -4.350, 2.381], [-2.734, -2.834, 1.487], [-2.990, -0.414, 4.382], [-2.252, -0.202, 2.789], [-1.269, -0.035, 4.252], [1.990, 2.092, 4.776], [2.009, 1.424, 6.410], [0.597, 1.179, 5.378], [4.635, 0.625, 4.084], [4.707, -1.139, 4.152], [4.736, -0.194, 5.646], [0.780, -1.887, 5.725], [2.216, -1.794, 6.734], [2.271, -2.753, 5.262], [1.791, -4.955, 5.149], [2.013, -6.490, 4.322], [0.395, -5.824, 4.501], [3.986, -4.081, 3.170], [3.476, -3.411, 1.616], [3.908, -5.117, 1.747], [-0.253, -5.890, 1.569], [1.301, -6.563, 1.083], [0.741, -5.056, 0.362], [-4.487, -0.490, -3.426], [-3.518, 0.004, -2.452], [-2.779, -1.030, -1.748], [-3.262, 1.314, -2.283], [-2.119, 1.740, -1.751], [-4.216, 2.192, -2.692], [-3.866, 3.584, -2.949], [-5.625, 1.987, -2.344], [-4.055, -1.358, -3.926], [-4.704, 0.274, -4.168], [-5.419, -0.807, -2.956], [-3.488, -1.719, -1.285], [-2.148, -0.592, -0.983], [-2.162, -1.605, -2.440], [-2.200, 2.739, -1.579], [-2.885, 3.658, -3.411], [-3.890, 4.191, -2.037], [-4.598, 3.998, -3.640], [-5.755, 1.054, -1.805], [-6.257, 1.982, -3.232], [-5.949, 2.802, -1.695]], "forces_ev_per_a": [[-0.250, 0.425, 0.731], [0.005, -0.036, 0.032], [-0.006, 0.080, 0.002], [-0.142, -0.001, -0.002], [0.186, -0.012, -0.087], [-0.196, 0.131, 0.116], [0.370, -0.366, -0.182], [0.005, -0.033, 0.019], [0.072, -0.087, -0.226], [0.043, -0.033, 0.213], [-0.059, 0.073, -0.048], [-0.016, -0.047, -0.013], [-0.055, -0.129, -0.042], [0.051, -0.003, 0.130], [0.037, -0.058, -0.104], [-0.084, -0.016, 0.175], [-0.008, 0.033, 0.028], [-0.112, 0.148, -0.418], [0.146, -0.036, -0.157], [0.018, -0.026, -0.032], [-0.029, -0.038, 0.076], [-0.004, 0.022, -0.002], [-0.025, 0.031, -0.020], [-0.008, 0.003, 0.005], [-0.011, 0.003, -0.010], [0.003, 0.009, -0.011], [-0.002, 0.001, 0.003], [0.009, 0.008, -0.014], [0.008, 0.011, 0.003], [-0.004, 0.000, 0.005], [0.001, -0.004, -0.003], [-0.004, -0.005, -0.004], [0.004, 0.005, 0.004], [0.009, -0.006, 0.013], [0.008, -0.010, -0.003], [0.185, -0.139, -0.164], [-0.080, 0.107, -0.155], [0.053, -0.135, 0.130], [-0.024, 0.047, -0.096], [0.036, 0.031, -0.105], [0.004, -0.006, -0.015], [-0.071, -0.003, 0.000], [0.003, -0.037, 0.057], [0.010, -0.030, 0.056], [-0.002, 0.000, -0.002], [0.031, -0.071, -0.004], [-0.028, 0.105, 0.103], [0.065, -0.056, -0.076], [-0.023, 0.026, -0.007], [-0.002, -0.123, 0.178], [-0.064, 0.086, -0.064], [0.038, -0.021, 0.045], [-0.039, 0.035, 0.011], [0.048, -0.020, -0.040], [-0.023, -0.045, -0.045], [0.054, 0.097, 0.045], [-0.019, -0.082, -0.007], [0.038, -0.018, -0.025], [-0.045, 0.024, -0.045], [-0.007, 0.006, -0.013], [-0.025, 0.023, 0.018], [-0.013, -0.007, -0.001], [-0.004, 0.008, -0.006], [-0.007, -0.005, 0.017], [-0.019, 0.005, -0.002], [-0.012, -0.010, -0.013], [0.025, 0.013, 0.002], [-0.002, 0.002, 0.008], [0.005, -0.003, -0.006], [0.007, -0.002, -0.001], [-0.001, 0.003, 0.006], [-0.004, 0.005, 0.004], [0.007, -0.005, 0.015], [-0.006, 0.016, 0.004], [-0.012, -0.001, 0.023], [-0.016, -0.012, 0.009], [0.029, 0.002, 0.017], [0.015, -0.013, 0.005], [-0.002, -0.003, -0.003], [-0.003, -0.002, -0.001], [-0.004, 0.020, -0.001], [0.005, -0.014, -0.021], [0.003, -0.021, 0.032], [-0.002, 0.000, -0.004], [-0.003, -0.006, 0.011], [0.017, -0.007, -0.009], [0.022, -0.014, -0.009], [0.091, 0.014, -0.063], [-0.104, -0.020, 0.092], [-0.027, -0.069, -0.012], [0.112, 0.222, -0.039], [0.064, 0.014, 0.061], [-0.030, 0.016, 0.004], [-0.021, -0.006, -0.065], [0.004, 0.006, -0.009], [-0.016, 0.006, 0.011], [0.003, -0.016, -0.008], [-0.004, 0.010, 0.008], [0.016, 0.004, -0.003], [0.011, 0.001, 0.007], [-0.201, 0.032, -0.039], [-0.001, 0.004, 0.002], [0.016, -0.004, 0.003], [-0.008, 0.000, 0.008], [-0.002, 0.008, 0.006], [0.000, -0.008, -0.001], [0.001, -0.001, 0.000]]}